A structure of composition C25H28Cl4FN2O3SZr. Source: the OMol25 dataset; level of theory: ωB97M-V with the def2-TZVPD basis set.

Output
Net charge: -1
Frontier orbital gap: 0.2624 Ha
Highest occupied orbital energy: -4.69 eV
Strongest force on any atom: 0.78 eV Å⁻¹
ΔE to the lowest compared entry with this formula, charge and spin: 5.8 kcal/mol

Positions of all 65 atoms, in Å:
Zr 1.36509 -0.37811 0.43138
Cl 5.23987 2.29266 2.35705
Cl 5.12182 5.35481 1.59894
Cl 0.26531 4.51344 -0.68932
Cl 2.63151 6.46666 0.06322
S 1.60878 -2.17923 1.84900
F 1.11309 -2.10037 -1.25390
O 2.78441 0.80361 1.52551
O 4.33978 -1.05890 0.16658
O 0.74756 1.71989 0.26061
N -0.76079 -0.64934 -0.05509
N 2.58804 0.25774 -1.48907
C -2.33105 -2.56616 -0.26883
C -2.43771 0.58115 1.27486
C 3.85742 2.95130 1.55440
C -0.44565 0.51519 -2.77670
C -1.96164 0.53769 -2.58261
C -1.87772 0.23632 0.02485
C 1.63941 3.94223 0.19186
C -4.12098 1.93083 0.16318
C -1.93184 0.11026 2.63344
C -2.52612 -3.87263 -0.67947
C -3.54930 1.42022 1.31185
C -2.44631 0.77138 -1.15230
C -3.55760 1.60624 -1.05314
C 3.80354 4.30639 1.19750
C -0.55765 0.66361 3.02334
C -0.25945 -4.03047 -1.43188
C -1.07976 -1.93896 -0.41708
C 2.70030 4.79718 0.51949
C -0.10444 -2.73696 -1.01158
C -1.50524 -4.61577 -1.25615
C -1.97279 -1.40568 2.83607
C 2.80608 2.09758 1.25369
C 4.90123 -2.29773 0.57965
C -2.61648 -0.67350 -3.25648
C 1.66416 2.59942 0.56193
H -2.39173 -0.66982 -4.32722
H 5.15700 -2.85397 -0.32176
H -1.74034 -1.64012 3.87835
H 5.81071 -2.14391 1.16612
H -3.96998 1.68107 2.27661
H 2.11133 0.04307 -2.35725
H -0.48434 0.68052 4.11432
H 2.72220 1.26487 -1.44410
H -3.70155 -0.64666 -3.13503
H -2.25474 -1.61384 -2.84057
H -0.38112 1.67036 2.64779
H -3.14773 -2.00460 0.16395
H 4.15321 -0.51342 0.95106
H 0.24676 -0.00301 2.70824
H 4.17469 -2.86394 1.16507
H -2.96192 -1.81094 2.60939
H -4.98297 2.58496 0.21683
H 0.03797 1.24199 -2.12148
H -2.32012 1.41329 -3.13058
H -3.98151 2.01594 -1.96414
H -0.05516 -0.47857 -2.56083
H -1.22573 -1.90808 2.22216
H -2.64325 0.54119 3.34244
H -3.50240 -4.32235 -0.54280
H 0.57511 -4.55244 -1.88052
H -1.67276 -5.63892 -1.56616
H 3.49788 -0.19795 -1.45748
H -0.20438 0.75331 -3.81721

Cartesian forces, eV/Å:
-0.2 -0.1 0.8
0.0 0.0 0.0
0.0 0.0 0.0
0.0 0.0 0.0
0.0 0.0 0.0
0.0 0.1 -0.1
0.0 -0.1 0.0
0.0 0.0 -0.3
0.2 0.0 0.0
-0.2 -0.3 -0.1
-0.1 0.1 0.0
0.1 0.0 -0.2
0.1 0.1 -0.1
0.0 0.0 0.0
-0.1 0.0 0.0
0.0 0.0 0.0
0.1 0.0 0.0
-0.1 0.2 0.1
0.0 0.0 0.1
0.0 0.0 0.0
0.0 0.0 -0.1
-0.1 -0.1 0.0
0.0 0.0 0.0
0.1 -0.1 0.0
0.0 0.0 0.0
0.0 0.0 0.0
-0.1 0.0 0.1
0.1 0.1 0.0
-0.2 -0.1 -0.1
0.0 0.0 0.0
0.1 0.0 -0.1
-0.1 -0.2 0.0
0.0 0.0 0.0
0.0 0.1 -0.1
-0.1 0.0 0.0
0.0 0.0 0.0
0.3 0.1 0.0
0.0 0.0 0.0
0.0 0.0 0.0
0.0 0.0 0.0
0.0 0.0 0.0
0.0 0.0 0.0
0.0 0.0 0.0
0.1 0.0 0.0
0.0 0.0 0.0
0.0 0.0 0.0
0.0 0.0 0.0
0.0 0.0 0.0
0.0 0.0 0.0
-0.1 0.0 0.0
0.1 0.0 0.0
0.0 0.0 0.0
0.0 0.0 0.0
0.0 0.0 0.0
0.0 0.0 0.0
0.0 0.0 0.0
0.0 0.0 0.0
0.1 0.0 0.0
0.0 0.0 0.0
0.0 0.0 0.0
0.0 0.0 0.0
0.0 0.0 0.0
0.0 0.0 0.0
0.0 0.0 0.0
0.0 0.0 0.0

A structure of composition C25H28F5O3Os at a distorted geometry. Source: the OMol25 dataset; level of theory: ωB97M-V with the def2-TZVPD basis set.

Output
Net charge: +1
Frontier orbital gap (spin up / spin down): 0.2115 / 0.2532 Ha
Highest occupied orbital energy (spin up / spin down): -8.11 / -12.23 eV
Strongest force on any atom: 6.18 eV Å⁻¹
Spin multiplicity: 5
ΔE to the lowest compared entry with this formula, charge and spin: 0.0 kcal/mol
⟨S²⟩: 6.058

Positions of all 62 atoms, in Å:
Os 0.18852 0.53045 1.20395
F 1.04293 -1.77601 5.68416
F 2.52085 -6.83727 4.08907
F 1.95173 -6.31490 6.71788
F 1.55644 -3.72001 7.55040
F 2.18259 -4.89942 2.23092
O 0.14572 -0.58805 -1.82478
O 1.08606 -2.46659 3.00623
O -1.27202 2.06242 -3.42148
C -0.04951 2.61291 -2.81237
C 1.37936 -3.02579 5.29607
C 0.99810 -1.76889 -1.79434
C 0.80900 2.57394 1.12512
C -0.56392 -0.65525 -3.12997
C -1.54774 -0.17219 0.08868
C 1.87803 -5.31885 5.81665
C -0.54524 4.05771 -2.93845
C -1.89897 3.36813 -3.29428
C -1.69661 0.73303 2.17286
C 1.92491 -4.62416 3.52364
C -1.28405 -0.61399 2.30508
C 1.61359 1.13306 2.74814
C 1.85229 1.79849 0.56486
C 1.58368 -4.01358 6.23030
C -2.79581 3.34680 -2.04114
C 2.10931 -5.60574 4.46878
C 1.44409 -3.30158 3.87571
C 0.24682 -1.49731 -4.10374
C -1.16345 -1.17700 1.01790
C 1.19918 -2.30984 -3.21801
C 2.35886 0.93418 1.56432
C 0.65291 2.15301 2.48297
C -1.84784 1.02570 0.78836
C -2.56464 3.72201 -4.60732
H -0.43332 -2.05663 -4.74210
H -1.88035 3.63639 -5.45885
H 0.18828 3.30520 0.58961
H -3.27636 4.33294 -1.91868
H 0.54844 -2.56705 -1.16872
H -0.76235 -2.16083 0.79187
H -1.87905 1.41753 2.97411
H -2.07317 1.99056 0.34722
H 3.18212 0.25115 1.44501
H -0.01903 4.65413 -3.69937
H 0.78870 -0.83407 -4.78079
H -3.54858 2.53384 -2.11122
H 1.93228 -1.43237 -1.32493
H 1.75575 0.60591 3.68412
H -2.16077 3.16440 -1.13774
H 0.94828 -3.37320 -3.24246
H -0.68061 0.33717 -3.57543
H -0.07610 2.56806 3.17642
H -1.08066 -1.11356 3.23978
H -0.67083 4.62815 -2.00599
H 2.16068 1.79701 -0.48399
H 0.82941 2.34084 -3.40468
H 0.02507 2.34273 -1.75052
H 2.24077 -2.17332 -3.50109
H -2.98432 4.73306 -4.57821
H -3.38508 3.01938 -4.76460
H -1.60058 -0.26130 -0.98543
H -1.58380 -1.05151 -2.97950

Cartesian forces, eV/Å:
3.2 -3.9 -3.6
0.3 -1.2 -0.4
-0.5 1.1 0.5
0.1 1.2 -0.9
-0.2 -0.4 -1.2
-0.4 0.4 1.2
0.7 -1.1 -2.4
0.6 -0.8 0.9
0.9 1.1 0.7
-0.3 0.0 -0.1
-0.4 0.5 0.6
-0.1 0.2 0.5
-0.7 1.3 0.1
-0.2 0.5 0.1
-1.8 -0.8 -0.8
0.1 -1.2 0.9
-0.5 0.0 -0.1
0.1 0.4 -0.1
-3.3 0.5 1.1
0.3 -0.6 -0.7
0.1 -0.1 1.4
-0.3 0.0 1.0
1.6 0.3 -0.6
0.1 1.0 1.0
0.0 0.0 -0.2
0.3 -0.7 -1.0
-0.4 0.7 -1.0
0.1 0.4 0.2
-1.2 -0.7 -0.9
-0.1 -0.1 0.1
1.3 0.8 -0.3
0.7 2.9 1.8
-0.9 0.3 0.4
-0.4 0.1 0.3
0.1 -0.4 0.1
0.0 0.0 0.3
0.6 -0.3 0.4
0.0 -0.5 0.0
0.1 0.5 -0.1
-0.2 0.2 0.0
-0.2 0.0 0.2
-0.3 -0.4 0.1
-0.1 -0.2 -0.1
-0.5 -0.2 0.2
0.1 -0.1 0.1
0.3 0.6 0.0
-0.1 -0.3 -0.1
0.0 0.1 -0.2
-0.5 0.2 -0.8
0.2 0.1 0.0
0.0 -0.5 0.8
0.5 -0.1 -0.2
0.0 0.0 -0.1
0.5 -0.1 -0.3
-0.1 0.1 0.5
-0.1 0.0 0.4
0.2 -0.5 -0.3
-0.1 -0.2 -0.2
0.1 -0.1 0.0
-0.1 0.0 -0.1
0.1 0.0 0.5
0.3 -0.1 0.2

A structure of composition C25H28IO10PtSSb at a distorted geometry. Source: the OMol25 dataset; level of theory: ωB97M-V with the def2-TZVPD basis set.

Output
Net charge: 0
Frontier orbital gap: 0.2645 Ha
Highest occupied orbital energy: -9.04 eV
Strongest force on any atom: 6.99 eV Å⁻¹
ΔE to the lowest compared entry with this formula, charge and spin: 30.7 kcal/mol

Positions of all 67 atoms, in Å:
Pt -0.67903 0.09177 0.64321
I 2.49465 7.47311 -3.34355
Sb -2.25782 -0.72973 -1.28702
S 0.80125 -1.94432 -0.42000
O -4.36530 1.14977 2.01543
O -0.23281 0.89976 2.84070
O -0.29482 -2.79132 -0.86079
O -1.04398 1.54279 -1.94211
O 0.78029 -1.68190 1.03422
O -0.02203 1.91856 0.02357
O 0.83224 -0.64060 -1.12700
O -3.09010 -2.20732 3.33874
O -1.97034 -1.23279 1.67128
O -2.40037 1.16847 0.95524
C 0.41422 3.69026 -3.06450
C 2.43893 -4.10665 -0.46662
C 1.02895 4.83726 -3.54173
C -0.32593 2.20982 -1.20029
C -3.32790 -2.49312 -0.81952
C 1.49529 5.77981 -2.63722
C -0.48763 -0.01322 3.91798
C -2.43906 1.22578 3.38136
C 2.28427 -2.78100 -0.84967
C -0.10841 0.84659 5.13474
C 0.27766 3.48454 -1.69877
C 5.69963 -4.98040 -2.20524
C 3.55209 -4.80795 -0.89501
C 0.72838 4.44978 -0.80346
C -0.54561 2.27001 4.65229
C 4.34356 -2.86815 -2.05822
C -3.15922 1.15961 2.04514
C -1.09861 1.95439 3.25669
C -3.81205 0.59662 -1.82411
C 4.50859 -4.20600 -1.70960
C 1.33245 5.60605 -1.27006
C -1.43255 -1.09293 -3.19112
C -2.40324 -1.30681 2.91310
C -2.00441 -0.17414 3.86390
C 3.23550 -2.15078 -1.63873
H -1.08574 2.76235 2.53205
H -2.60710 -3.29743 -0.72420
H -4.01677 -2.65843 -1.64853
H -4.43914 0.05439 -2.53397
H 1.67706 6.36139 -0.57758
H -1.07258 -0.14553 -3.57744
H 5.09114 -2.38244 -2.67464
H -3.13393 1.71149 4.06236
H -0.61122 0.51783 6.04194
H 0.07314 -0.93397 3.78339
H -3.36423 1.47320 -2.27865
H 1.67729 -4.57767 0.14201
H -2.43534 -0.46438 4.81804
H 0.31427 2.93199 4.56268
H 0.03997 2.94093 -3.74942
H -2.21899 -1.50608 -3.82392
H -0.61591 -1.79847 -3.08904
H -3.86041 -2.35069 0.11743
H 5.85216 -4.81917 -3.27253
H 6.60785 -4.65863 -1.69134
H -1.28509 2.74218 5.29661
H 1.14270 4.99497 -4.60510
H -4.38270 0.87874 -0.94124
H 3.08756 -1.11951 -1.92800
H 5.57490 -6.04785 -2.03029
H 0.96724 0.80337 5.29788
H 3.67690 -5.84243 -0.59898
H 0.60024 4.28422 0.25726

Cartesian forces, eV/Å:
-5.9 1.8 3.3
-0.1 0.0 0.0
0.2 0.4 -0.6
0.6 -0.1 -0.8
0.2 0.1 -0.6
1.1 -0.2 -0.7
0.1 0.0 0.1
0.1 -0.1 0.1
0.4 0.2 -0.3
0.6 -1.0 -0.7
0.5 -0.8 0.1
0.1 -0.1 -0.5
0.6 -1.1 -0.9
0.6 0.1 -1.3
-0.1 0.0 0.0
-0.1 0.1 0.0
0.0 0.0 0.0
0.1 0.4 -0.1
0.2 0.1 0.4
0.0 0.1 0.0
0.1 0.1 0.6
-0.2 0.4 -0.4
0.1 -0.1 0.0
0.0 0.2 -0.2
0.1 0.1 0.2
0.0 0.1 0.1
0.0 0.0 0.0
0.0 0.0 -0.1
0.1 -0.3 0.0
0.0 0.0 0.0
0.2 -0.3 0.8
-0.3 0.2 0.6
0.0 0.1 0.5
0.0 0.0 0.0
0.0 0.0 0.0
0.2 -0.1 0.1
0.4 0.5 0.4
-0.1 -0.6 -0.2
0.0 0.0 0.1
0.1 0.0 0.0
0.0 0.0 0.0
0.0 0.1 0.0
0.0 0.0 0.0
0.0 0.0 0.0
0.0 0.0 0.0
0.0 0.0 0.0
0.1 0.0 0.1
0.0 0.0 0.0
0.1 0.1 -0.1
0.0 0.0 0.0
0.0 0.0 0.0
0.1 0.2 0.1
0.0 0.0 0.1
0.0 0.0 0.0
-0.1 0.0 0.1
0.0 0.0 -0.1
0.0 0.0 0.0
0.0 0.0 0.0
0.0 0.0 0.0
0.0 0.0 0.0
0.0 0.0 0.0
0.0 0.0 0.0
0.0 0.0 0.0
0.0 0.0 0.0
0.0 0.0 0.0
0.0 0.0 0.0
0.1 0.0 0.0

A structure of composition C25H28IrN5O4S3. Source: the OMol25 dataset; level of theory: ωB97M-V with the def2-TZVPD basis set.

Output
Net charge: +3
Frontier orbital gap (spin up / spin down): 0.2487 / 0.2019 Ha
Highest occupied orbital energy (spin up / spin down): -17.68 / -17.66 eV
Strongest force on any atom: 0.55 eV Å⁻¹
Spin multiplicity: 2
ΔE to the lowest compared entry with this formula, charge and spin: 40.5 kcal/mol
⟨S²⟩: 0.755

Positions of all 66 atoms, in Å:
Ir 0.25433 -0.61876 -0.03838
S 0.31046 1.13908 -1.32187
S 1.89237 4.58676 0.30552
S 1.15654 -3.01864 -2.05646
O 2.39489 5.59013 -0.54986
O 0.05089 -2.26848 -1.19018
O 2.55556 4.16194 1.49633
O 2.13220 -1.36400 0.23320
N -5.38823 1.42203 -2.53599
N 1.70275 3.10125 -0.60164
N -1.82714 -0.70656 -0.22649
N 3.52183 -0.14300 1.52674
N 0.36387 0.70767 1.57991
C 0.40244 2.10326 3.98833
C 0.48426 -2.94305 -3.72507
C 1.55256 1.94189 3.22831
C -4.00073 -0.17549 -1.05258
C -2.63121 0.03719 -0.99265
C 0.49885 2.74271 -0.49978
C -0.75203 0.87505 2.31199
C 1.52124 1.23847 2.03852
C -1.88605 3.49747 0.25660
C 1.75321 -5.67627 -2.37010
C -2.57521 4.53247 0.88487
C -1.90270 5.65231 1.37042
C 0.14414 4.73987 0.60941
C -3.72000 -1.98758 0.47293
C -0.51631 5.76854 1.23994
C -0.77730 1.55516 3.50869
C -4.56358 -1.20549 -0.30405
C -4.78481 0.69368 -1.88508
C 3.20095 -1.26065 0.92187
C -0.95278 -3.40396 -3.87294
C 4.08712 -2.45455 1.03967
C 2.81271 1.10213 1.26737
C -0.51479 3.61062 0.12304
C 0.86850 -4.72655 -1.57010
C -2.37045 -1.71763 0.48313
H -1.66501 0.45485 1.91442
H 1.11991 -4.74143 -0.50850
H 0.01314 6.63900 1.60527
H -3.65125 4.47391 0.97863
H -1.27887 -3.17614 -4.88718
H -2.45885 6.45244 1.84058
H -1.05598 -4.47861 -3.73401
H 5.13158 -2.17049 1.15383
H 2.81111 -5.43659 -2.26531
H 2.66658 1.16488 0.18594
H 4.38030 -0.11956 2.06083
H -5.63042 -1.38693 -0.33653
H -1.61636 -2.88588 -3.18168
H -0.19561 -4.92691 -1.68841
H 0.64579 -1.90900 -4.03528
H 3.97085 -3.07906 0.15806
H 3.78963 -3.03203 1.91853
H -1.71272 1.65347 4.04154
H -2.19786 0.81975 -1.59850
H 3.46321 1.93317 1.52447
H 1.49360 -5.68910 -3.42797
H -1.69431 -2.32067 1.07817
H 1.18729 -3.54653 -4.30786
H -2.43309 2.64853 -0.13678
H -4.10281 -2.80368 1.06968
H 0.42923 2.64476 4.92482
H 2.49198 2.37329 3.54766
H 1.60053 -6.68448 -1.98802

Cartesian forces, eV/Å:
0.0 0.4 -0.1
0.0 -0.3 -0.3
-0.3 0.0 -0.3
-0.1 0.1 0.1
0.0 0.0 0.0
0.0 0.1 -0.2
0.1 0.0 0.1
-0.2 0.0 -0.2
0.1 0.0 0.0
0.1 0.3 0.3
0.2 0.0 0.3
0.1 -0.1 -0.1
0.1 -0.5 0.0
0.0 -0.1 -0.1
0.1 -0.1 0.0
-0.1 0.1 0.2
0.0 -0.1 0.0
0.0 0.1 -0.1
-0.2 -0.3 -0.1
-0.3 0.0 0.0
0.2 0.1 0.0
-0.1 0.0 0.0
0.0 0.0 0.0
0.1 0.1 0.0
0.1 -0.1 -0.1
0.0 -0.1 0.1
-0.1 0.0 0.0
0.0 0.0 0.0
0.1 0.1 0.0
0.0 0.0 0.0
-0.1 0.0 0.0
0.1 0.0 0.3
0.0 0.0 -0.1
-0.1 0.0 0.1
-0.1 -0.1 -0.4
0.3 0.1 0.1
0.1 0.0 -0.1
0.1 0.0 0.1
0.1 0.0 0.0
0.0 0.0 0.0
0.0 0.0 0.0
0.0 0.0 0.0
0.0 0.0 0.0
0.0 0.0 0.0
0.0 0.0 0.0
0.0 0.0 0.0
0.0 0.0 0.0
-0.1 0.0 0.2
0.0 0.0 0.0
0.0 0.0 0.0
0.0 0.0 0.0
0.0 0.0 0.0
0.0 0.0 0.1
0.0 0.0 0.0
0.0 0.0 0.0
0.0 0.0 0.0
0.1 0.0 0.0
0.0 0.0 0.1
0.0 0.0 0.0
0.0 0.0 0.0
0.0 0.0 0.0
0.0 0.0 0.0
0.0 0.0 0.0
0.0 0.0 0.0
-0.1 0.0 0.0
0.0 0.0 0.0